[1]
The following is a quantum chemistry calculation of the molecule C31H38N2O7, from OMol25.

Values from the calculation:
Highest occupied orbital energy ... -0.2981 hartree
Largest force on an atom ... 0.91 eV Å⁻¹
Energy relative to the best compared isomer or geometry (same formula, charge and spin) ... 90.56 kcal per mole
Kohn-Sham gap ... 7.9 eV

The geometry in XYZ format:
```
78
Properties=species:S:1:pos:R:3:forces:R:3
C -5.9845 -0.3474 0.2200 0.088 -0.212 -0.080
C -5.1801 -1.1617 -0.7851 0.040 0.285 0.032
C -4.3304 -0.2652 -1.6828 0.138 -0.555 -0.085
C -3.5848 -1.0759 -2.7455 -0.258 0.503 -0.098
O -2.7141 -2.0420 -2.1967 0.251 -0.217 0.177
C -1.5396 -1.6564 -1.6385 0.041 -0.086 0.049
C -0.9892 -0.3881 -1.6862 -0.328 -0.124 -0.179
C 0.2292 -0.1184 -1.0770 0.317 -0.297 0.078
C 0.9119 -1.1101 -0.4046 -0.016 0.205 -0.367
C 2.1926 -0.8289 0.3485 -0.561 0.233 0.109
C 2.1237 -1.3473 1.7595 0.220 -0.087 0.256
C 1.1070 -1.2145 2.6672 0.376 -0.062 -0.230
O 1.1373 -1.8728 3.8171 -0.024 -0.079 0.012
C -0.1034 -0.4312 2.4000 -0.094 0.061 0.288
C -1.3468 -0.9952 2.6805 0.175 0.037 -0.037
C -2.5244 -0.3423 2.3633 -0.244 0.168 -0.093
C -2.4307 0.9083 1.7787 0.730 -0.023 0.005
C -1.1913 1.5012 1.5264 -0.397 0.012 0.080
C -0.0269 0.8414 1.8262 -0.178 -0.179 0.268
C -1.4347 2.8426 0.9021 -0.014 -0.068 -0.090
C -2.9770 2.9415 0.9285 0.030 0.753 -0.113
C -3.4804 4.0447 1.8518 -0.024 -0.413 -0.222
O -3.4729 1.6765 1.3981 -0.248 -0.306 0.154
C 3.1839 -2.2938 1.9736 -0.559 0.304 0.647
O 3.3818 -2.9399 3.0010 0.168 -0.079 -0.247
C 3.9660 -2.3727 0.6751 0.433 -0.284 -0.376
O 4.9585 -3.0257 0.4320 0.071 -0.029 0.161
N 3.3201 -1.5638 -0.1966 -0.088 0.128 0.135
C 3.8309 -1.2613 -1.5064 0.440 0.077 -0.127
C 4.8222 -0.0900 -1.4591 -0.185 -0.228 -0.014
N 4.1940 1.1312 -0.9817 0.185 0.097 -0.048
C 3.4898 1.8505 -2.0301 -0.177 0.229 0.201
C 2.7560 3.0419 -1.4125 -0.082 -0.215 -0.312
O 3.6415 3.9085 -0.7481 0.041 0.138 -0.084
C 4.3520 3.2161 0.2516 0.350 -0.192 0.128
C 5.1284 2.0335 -0.3278 -0.202 0.259 0.130
C 0.3827 -2.3993 -0.3752 -0.176 -0.089 -0.161
C -0.8265 -2.6862 -0.9768 -0.064 -0.026 -0.003
O -1.4244 -3.9057 -0.9824 -0.114 0.355 -0.168
C -0.7723 -4.9723 -0.3373 0.116 -0.164 0.105
H -6.5440 -1.0043 0.8818 -0.110 -0.003 0.105
H -5.3271 0.2759 0.8208 -0.007 0.075 0.067
H -6.6915 0.3002 -0.2951 -0.103 0.105 -0.007
H -4.5222 -1.8566 -0.2599 -0.021 -0.085 -0.032
H -5.8587 -1.7524 -1.4049 0.027 -0.104 -0.021
H -3.6158 0.2802 -1.0636 0.009 0.138 0.007
H -4.9670 0.4614 -2.1925 0.012 0.087 -0.031
H -4.3017 -1.6641 -3.3258 0.086 0.111 0.008
H -3.0473 -0.4128 -3.4360 -0.018 -0.117 0.016
H -1.5014 0.4121 -2.1961 -0.130 0.048 -0.062
H 0.6317 0.8816 -1.1261 0.070 0.170 0.058
H 2.4301 0.2409 0.2928 -0.104 -0.198 0.009
H 1.9687 -2.4240 3.8427 -0.081 0.142 -0.161
H -1.3826 -1.9715 3.1379 -0.010 -0.111 0.050
H -3.4855 -0.7876 2.5607 -0.136 -0.073 0.039
H 0.9309 1.3053 1.6548 0.183 0.046 -0.088
H -0.9763 3.6506 1.4738 -0.002 0.051 -0.036
H -1.0423 2.8814 -0.1157 0.019 0.038 -0.031
H -3.3936 3.0853 -0.0755 0.096 -0.067 0.134
H -4.5656 4.0167 1.9037 -0.098 0.049 0.024
H -3.0811 3.9011 2.8534 0.068 0.013 0.108
H -3.1680 5.0154 1.4765 0.046 0.119 -0.027
H 4.3600 -2.1470 -1.8674 -0.119 0.063 -0.056
H 2.9869 -1.0468 -2.1656 0.022 -0.062 -0.006
H 5.6164 -0.3624 -0.7605 0.020 -0.005 -0.066
H 5.2736 0.0426 -2.4556 0.054 0.009 0.034
H 4.1891 2.2202 -2.8011 -0.047 -0.055 0.005
H 2.7677 1.1836 -2.5042 -0.038 0.020 -0.061
H 1.9992 2.6741 -0.7002 0.007 0.004 -0.063
H 2.2657 3.6360 -2.1858 -0.033 -0.084 0.040
H 3.6523 2.8471 1.0180 0.063 0.018 -0.021
H 5.0317 3.9406 0.7023 -0.033 -0.079 0.037
H 5.8884 2.4120 -1.0329 0.017 -0.022 0.049
H 5.6310 1.4999 0.4811 0.037 0.026 -0.015
H 0.9351 -3.1700 0.1387 0.009 -0.157 0.079
H -0.6418 -4.7774 0.7323 0.012 0.005 -0.033
H -1.4226 -5.8354 -0.4692 0.078 0.031 0.037
H 0.2029 -5.1823 -0.7885 -0.023 0.024 0.025
```
Positions in Å, forces in eV/Å.


[2]
The following is a quantum chemistry calculation of a cluster of 8 separate species, C31H38N6O9S2 in total at a distorted geometry, from OMol25.

Values from the calculation:
Highest occupied orbital energy ... -0.3485 hartree
Largest force on an atom ... 4.30 eV Å⁻¹
Kohn-Sham gap ... 9.6 eV

The geometry in XYZ format:
```
86
Properties=species:S:1:pos:R:3:forces:R:3
O -4.3654 8.0686 -1.0266 -0.325 -3.664 1.225
S -4.5399 6.7217 -0.4309 -0.641 1.175 -1.700
O -5.7900 6.4386 0.2731 2.616 0.191 -1.104
O -4.1932 5.4949 -1.5634 -1.368 1.643 1.453
C -3.5470 4.4125 -0.8201 -0.090 0.997 -1.240
C -2.4908 5.2521 -0.1120 0.357 -0.588 0.359
O -3.2375 6.3686 0.4352 -0.225 -0.043 0.244
H -4.2802 3.8664 -0.2265 0.205 0.254 0.390
H -3.2255 3.7713 -1.6408 0.541 -0.129 0.416
H -1.7168 5.6157 -0.7879 -0.420 0.234 -0.433
H -1.9034 4.7875 0.6799 -0.655 -0.110 0.405
O 0.6002 -0.1162 4.3978 -1.672 1.418 -0.402
S -0.6068 0.6504 4.1683 -1.914 0.181 -0.923
O -0.7093 1.6692 3.0850 0.406 -2.701 3.322
O -1.8965 -0.4507 3.9594 1.673 -0.112 -0.039
C -2.8046 -0.4852 5.0682 -1.414 2.738 -0.413
C -2.1123 0.2803 6.1467 0.325 0.195 1.799
O -1.2443 1.2592 5.5666 1.186 -0.677 -1.889
H -3.6607 0.0972 4.7275 -0.151 0.222 -0.160
H -3.3172 -1.3485 5.4926 1.219 -1.063 -0.721
H -1.5981 -0.4308 6.7932 0.722 0.176 -0.094
H -2.7106 0.8893 6.8244 -0.531 -0.280 -0.294
C 5.2695 -2.6971 2.1287 0.829 1.172 0.362
C 4.6846 -1.5046 1.7078 -0.605 -1.325 -1.091
C 5.3994 -0.3384 1.6157 -0.571 0.434 0.805
N 6.6195 -0.2071 2.0473 2.619 -1.342 0.899
C 7.2394 -1.3321 2.5481 -2.073 0.083 -0.652
C 6.5736 -2.5830 2.6473 0.280 1.011 -0.853
H 4.7724 -3.6478 2.0041 -0.090 -0.033 0.264
H 3.7202 -1.4878 1.2219 -0.302 -0.254 0.228
H 4.9146 0.5628 1.2704 -0.045 0.148 -0.261
H 8.2830 -1.2441 2.8120 -0.006 0.152 0.183
H 7.1302 -3.4453 2.9836 -0.033 -0.067 0.101
C -4.0559 1.0998 0.1429 0.621 0.275 -0.294
C -4.0389 1.4360 1.5092 -1.281 -1.070 -0.673
C -5.2790 1.5059 2.1408 -1.131 -0.378 -2.539
N -6.4644 1.2352 1.4444 1.388 0.882 0.028
C -6.4306 1.0502 0.0885 1.342 -0.018 2.238
C -5.2146 1.0022 -0.6158 -0.834 -0.129 1.258
H -3.1127 0.9416 -0.3589 0.078 0.085 -0.035
H -3.1230 1.4137 2.0810 0.164 0.399 -0.074
H -5.2949 1.8199 3.1740 -0.670 -0.281 0.189
H -7.3736 0.8321 -0.3906 -0.150 0.144 0.032
H -5.2443 0.7751 -1.6713 0.343 0.070 -0.066
C 1.1139 -0.4417 -0.2008 -2.496 -0.437 0.767
C 0.5984 0.5758 0.6159 -0.731 0.766 0.029
C -0.4350 1.4051 0.1423 0.383 -1.035 -3.141
N -1.0058 1.1590 -1.0858 0.897 -0.477 0.564
C -0.5937 0.1144 -1.8370 1.197 0.880 1.155
C 0.4880 -0.7127 -1.4173 -0.338 1.135 -0.297
H 1.5983 -1.2750 0.2865 1.053 0.292 -0.138
H 0.8856 0.7118 1.6481 0.512 -0.048 -0.134
H -0.7867 2.3791 0.4489 0.176 -0.281 1.286
H -1.0765 0.0955 -2.8030 0.055 -0.746 -0.043
H 0.9063 -1.5136 -2.0089 -0.401 -0.105 -0.295
C -2.2434 -4.2777 -5.9111 0.204 -0.122 -0.001
C -3.0340 -3.1499 -5.9781 0.170 0.969 1.493
C -2.7509 -2.1074 -5.0832 2.117 -1.214 0.973
N -1.6883 -2.1695 -4.1884 -1.081 -0.645 -1.033
C -0.9515 -3.3164 -4.1415 -1.010 0.838 -0.971
C -1.2001 -4.4004 -4.9655 -0.878 0.457 -1.659
H -2.4613 -4.9990 -6.6848 0.349 -0.582 0.239
H -3.8910 -3.0434 -6.6267 0.148 -0.158 -0.279
H -3.3373 -1.2014 -5.1248 0.135 0.195 0.302
H -0.0608 -3.3654 -3.5327 -0.112 0.395 0.459
H -0.5165 -5.2290 -5.0777 -0.023 -0.138 0.472
C 2.7701 -4.4686 -0.6575 2.847 -1.155 -1.299
C 4.0357 -3.9277 -1.1710 -3.022 -1.815 1.182
C 5.0797 -4.8358 -1.3419 -0.866 -0.146 0.243
N 4.9740 -6.1679 -1.1863 -1.642 -0.673 0.257
C 3.7525 -6.7171 -0.8380 0.241 2.574 0.565
C 2.6520 -5.8983 -0.4856 0.891 2.755 -0.812
H 1.9248 -3.8159 -0.4970 -0.070 0.003 0.134
H 4.0815 -2.8825 -1.4390 0.364 0.054 0.182
H 6.0353 -4.4085 -1.6075 0.338 -0.423 -0.159
H 3.5975 -7.7787 -0.7146 0.708 -0.208 -0.299
H 1.6636 -6.1716 -0.1467 0.187 -0.906 0.030
C 3.2434 2.7311 -0.6785 -1.522 -2.536 0.413
C 3.8278 4.0403 -0.8684 2.555 -0.693 0.634
N 3.1413 5.0621 -1.2805 -2.787 1.272 -0.848
O 5.0059 4.1863 -0.6528 2.042 0.009 0.376
H 2.4724 2.4253 -1.3857 -0.037 0.232 -0.261
H 2.7706 2.5821 0.2922 -0.090 0.508 0.239
H 4.0058 1.9521 -0.6756 0.213 0.332 -0.292
H 3.6440 5.9285 -1.4102 -0.499 -0.028 0.115
H 2.1403 4.9282 -1.2712 0.107 0.892 -0.399
```
Positions in Å, forces in eV/Å.